Molecular formula: C12H33N5O8P2S
Method: DFT, wB97M-V/def2-TZVPD

Summary:
- SMILES string = NO[P@](=O)(O)O[PH2]=S.CNC(C)=O.CNC(C)=O.CNC(C)=O.CNC(C)=O
- strongest force on any atom (eV/A) = 0.5
- highest occupied orbital energy (eV) = -8.86
- orbital gap (eV) = 9.14
- LUMO energy (eV) = 0.28

Each line ends with the Löwdin charge.
Positions of all 61 atoms, in Å:
N (0.41, -2.02, -3.04)  0.060
O (-0.83, -1.58, -2.44)  -0.286
P (-2.01, -1.33, -3.48)  0.297
O (-1.61, -0.66, -4.71)  -0.228
O (-3.06, -0.62, -2.53)  -0.083
O (-2.74, -2.73, -3.81)  -0.438
P (-2.38, -4.25, -3.38)  0.255
S (-2.10, -4.63, -1.54)  0.258
H (0.41, -3.02, -2.89)  0.067
H (0.35, -1.79, -4.03)  0.077
H (-3.96, -0.78, -2.86)  0.113
H (-1.32, -4.55, -4.25)  -0.013
H (-3.46, -4.88, -3.99)  -0.007
C (0.89, 0.79, -0.93)  -0.068
N (2.15, 0.50, -0.27)  0.028
C (3.15, 1.36, 0.05)  -0.542
C (2.96, 2.81, -0.33)  -0.008
O (4.16, 0.98, 0.61)  0.015
H (0.05, 0.55, -0.29)  0.074
H (0.82, 0.20, -1.85)  0.058
H (0.84, 1.84, -1.18)  0.070
H (2.33, -0.45, 0.01)  0.140
H (3.84, 3.36, -0.01)  0.078
H (2.84, 2.93, -1.40)  0.082
H (2.07, 3.23, 0.16)  0.081
C (6.97, 1.00, 1.75)  -0.090
N (8.22, 0.56, 2.35)  0.006
C (8.41, -0.29, 3.39)  -0.560
C (7.17, -0.87, 4.03)  -0.014
O (9.53, -0.58, 3.78)  0.020
H (6.92, 0.73, 0.70)  0.079
H (6.87, 2.09, 1.83)  0.083
H (6.13, 0.55, 2.25)  0.056
H (9.09, 0.91, 1.96)  0.136
H (7.48, -1.52, 4.84)  0.078
H (6.53, -0.08, 4.44)  0.082
H (6.58, -1.44, 3.31)  0.083
C (-6.12, -1.72, 2.68)  -0.080
N (-5.95, -2.04, 1.28)  0.005
C (-5.11, -2.95, 0.72)  -0.550
C (-4.22, -3.75, 1.66)  -0.011
O (-5.07, -3.11, -0.49)  0.004
H (-7.15, -1.92, 3.01)  0.082
H (-5.90, -0.67, 2.87)  0.083
H (-5.46, -2.33, 3.28)  0.070
H (-6.52, -1.55, 0.61)  0.135
H (-3.62, -4.42, 1.05)  0.043
H (-3.57, -3.09, 2.23)  0.088
H (-4.82, -4.33, 2.36)  0.085
C (-2.78, 5.32, -0.56)  -0.080
N (-2.15, 4.27, 0.21)  0.007
C (-2.05, 2.95, -0.09)  -0.545
C (-2.67, 2.47, -1.39)  -0.004
O (-1.49, 2.18, 0.67)  0.025
H (-2.07, 6.10, -0.83)  0.083
H (-3.60, 5.78, -0.01)  0.083
H (-3.19, 4.91, -1.48)  0.069
H (-1.73, 4.52, 1.09)  0.138
H (-2.47, 1.42, -1.50)  0.053
H (-3.75, 2.64, -1.37)  0.089
H (-2.25, 3.01, -2.24)  0.089